one | Formula: C7H18N3
Source: the Open Molecules 2025 dataset
Level of theory: wB97M-V/def2-TZVPD

Orbital gap (alpha / beta) in eV: 7.95 / 7.94
Multiplicity: 1
Total charge: +1

Last column: Löwdin charge in e.
CARTESIAN COORDINATES (ANGSTROEM)
C: 0.35720 1.20724 -1.11540  -0.25
C: -2.66673 0.91484 -0.05434  -0.14
C: -0.94775 -2.25225 -0.41651  -0.08
C: 2.66813 -0.64364 -0.48552  0.05
C: 1.54737 0.55864 1.45510  0.00
C: -1.48630 1.29205 0.75412  0.01
C: 0.16727 -0.03861 -0.39965  -0.31
N: 1.38975 1.92620 -1.02201  0.10
N: -0.48835 -1.03437 -1.07197  -0.04
N: 1.39754 -0.48605 0.36696  -0.09
H: -0.42346 1.24148 -1.89260  0.14
H: -2.37220 0.78375 -1.14432  0.08
H: -3.44366 1.63568 -0.09565  0.07
H: -3.13237 0.00165 0.40256  0.10
H: -0.09594 -2.94428 -0.16918  0.09
H: -1.48084 -2.10849 0.59882  0.11
H: -1.69424 -2.84752 -0.94274  0.09
H: 2.44276 -1.29028 -1.32248  0.10
H: 3.01013 0.40454 -0.68246  0.10
H: 3.43981 -1.05370 0.20433  0.11
H: 2.53265 0.33085 1.93581  0.11
H: 1.72320 1.44903 0.88447  0.06
H: 0.82173 0.50421 2.30568  0.12
H: -0.96250 2.13798 0.42116  0.04
H: -1.43617 0.83870 1.75838  0.08
H: 1.33070 2.75770 -1.60788  0.09
H: -1.14077 -0.58606 -1.73327  0.12
H: 1.10141 -1.30704 0.83707  0.14

=====

two | Formula: C7H18N3
Source: the Open Molecules 2025 dataset
Level of theory: wB97M-V/def2-TZVPD

Orbital gap in eV: 10.09
SMILES string: CN(C)CCNC=[N+](C)C
Multiplicity: 1
Total charge: +1

Last column: Löwdin charge in e.
CARTESIAN COORDINATES (ANGSTROEM)
C: -1.64416 -0.75902 1.05261  -0.03
N: -0.09700 -0.61629 1.26224  -0.28
C: 0.40100 -0.11006 2.60656  -0.04
C: 0.48944 -1.97413 0.95184  -0.16
C: 1.52901 -1.67253 -0.22946  -0.17
N: 0.95128 -0.81166 -1.23535  0.01
C: 0.68977 0.43432 -0.75949  -0.15
N: -0.08518 1.34351 -1.27036  -0.18
C: -0.94607 1.06355 -2.44050  0.00
C: -0.18218 2.66083 -0.71127  -0.04
H: -1.64903 -1.28588 0.10806  0.06
H: -2.20880 -1.27168 1.81223  0.07
H: -1.95424 0.34064 1.10421  0.10
H: -0.05174 0.86275 2.74289  0.08
H: 0.27283 -0.80739 3.36390  0.06
H: 1.46183 0.23978 2.42487  0.10
H: -0.30652 -2.68625 0.52861  0.13
H: 0.92375 -2.44898 1.88057  0.13
H: 2.46415 -1.37385 0.25678  0.12
H: 1.79881 -2.58072 -0.93145  0.16
H: 0.57680 -1.20535 -2.16103  0.19
H: 1.55719 0.75585 -0.00931  0.20
H: -0.28141 0.57927 -3.19487  0.11
H: -1.65023 0.24415 -2.22878  0.10
H: -1.52498 1.84974 -2.86306  0.09
H: 0.02288 2.90843 0.38280  0.12
H: 0.57705 3.24558 -1.36670  0.13
H: -1.13427 3.07540 -1.07656  0.09

=====

Which structure is most stable, and how do the rest compare? From most to least stable: two, one.

=====

one | Formula: C3H6ClNS
Source: the Open Molecules 2025 dataset
Level of theory: wB97M-V/def2-TZVPD

Orbital gap in eV: 6.85
Multiplicity: 1
Total charge: 0

Last column: Löwdin charge in e.
CARTESIAN COORDINATES (ANGSTROEM)
C: 1.02262 0.89546 1.00656  -0.63
C: 1.55264 0.03185 -1.26984  -0.09
C: -2.06147 -0.65536 0.46660  -0.63
N: 1.65456 0.37149 0.11193  -0.05
S: -1.65963 1.05400 0.29634  0.45
Cl: 1.22952 1.34557 2.67675  0.63
H: 2.25777 -0.76811 -1.45429  0.08
H: 1.77588 0.94232 -1.84525  0.10
H: 0.55906 -0.32558 -1.49904  0.07
H: -3.00034 -0.67542 1.11751  0.03
H: -1.16746 -1.11921 0.93640  0.01
H: -2.16314 -1.09702 -0.54369  0.01

=====

two | Formula: C3H6ClNS
Source: the Open Molecules 2025 dataset
Level of theory: wB97M-V/def2-TZVPD

Orbital gap in eV: 9.94
SMILES string: S/N=C\CCCl
Multiplicity: 1
Total charge: 0

Last column: Löwdin charge in e.
CARTESIAN COORDINATES (ANGSTROEM)
S: -2.02008 -0.73561 -0.32081  0.74
N: -1.53887 1.03678 -0.52917  -0.28
C: -0.31155 1.34593 -0.08713  -0.16
C: 0.28581 0.01150 0.71611  -0.36
C: 1.17301 -0.83805 -0.14376  -0.50
Cl: 2.94891 -0.07590 -0.44740  0.38
H: -3.08360 -0.36923 -0.93452  -0.18
H: -0.01073 2.33029 -0.34015  0.08
H: -0.60777 -0.51762 1.05726  -0.03
H: 0.95398 0.54715 1.57468  0.15
H: 1.20061 -1.64135 0.66215  0.10
H: 1.01028 -1.09390 -1.20725  0.06

=====

Which structure is most stable, and how do the rest compare? From most to least stable: two, one.

=====

one | Formula: C5H13N
Source: the Open Molecules 2025 dataset
Level of theory: wB97M-V/def2-TZVPD

Orbital gap in eV: 10.40
SMILES string: CCCCCN
Multiplicity: 1
Total charge: 0

Last column: Löwdin charge in e.
CARTESIAN COORDINATES (ANGSTROEM)
C: 0.87646 -1.46534 1.98418  -0.14
C: 1.34653 -0.52288 0.92035  -0.33
C: 0.42523 0.42481 0.18096  -0.25
C: -0.65254 -0.39341 -0.62517  -0.19
C: -1.35921 0.64514 -1.63723  -0.26
N: -0.75627 2.04308 -1.58692  -0.03
H: 0.17604 -0.96419 2.57902  0.04
H: 0.25858 -2.38316 1.65545  0.10
H: 1.70663 -1.83806 2.64042  0.09
H: 1.91135 -1.17073 0.18169  0.12
H: 2.18888 0.04157 1.31730  0.10
H: -0.09119 0.93688 0.99601  0.11
H: 1.06472 1.10657 -0.39319  0.11
H: 0.01373 -1.06688 -1.36060  0.13
H: -1.29944 -1.19463 -0.10340  0.12
H: -1.18262 0.25846 -2.70655  0.11
H: -2.44146 0.70306 -1.23131  0.11
H: -0.88784 2.23487 -0.61802  0.03
H: -1.29758 2.60484 -2.19299  0.04

=====

two | Formula: C5H13N
Source: the Open Molecules 2025 dataset
Level of theory: wB97M-V/def2-TZVPD

Orbital gap in eV: 9.31
SMILES string: CC[C@@H](C)NC
Multiplicity: 1
Total charge: 0

Last column: Löwdin charge in e.
CARTESIAN COORDINATES (ANGSTROEM)
C: -0.33740 -0.97739 -2.09329  -0.12
C: -0.70644 0.04929 -1.00312  -0.21
C: 0.27078 -0.07978 0.16880  -0.41
C: 1.73453 0.18717 -0.13918  -0.06
N: -0.15556 0.95290 1.16129  -0.11
C: -0.97697 0.43654 2.21003  -0.17
H: 0.66336 -0.85458 -2.51290  0.05
H: -0.99387 -1.11374 -2.94644  0.06
H: -0.20740 -1.95318 -1.60414  0.07
H: -0.68653 1.00335 -1.53056  0.11
H: -1.71193 -0.11150 -0.61754  0.10
H: 0.08271 -1.03429 0.66294  0.13
H: 1.83061 1.24620 -0.40185  0.08
H: 2.42277 -0.09888 0.64141  0.07
H: 2.06237 -0.31564 -1.05363  0.06
H: 0.42027 1.75080 1.33262  0.10
H: -0.43727 -0.09493 3.01441  0.07
H: -1.81606 -0.16578 1.85371  0.08
H: -1.45798 1.17345 2.85744  0.07

=====

Which structure is most stable, and how do the rest compare? From most to least stable: two, one.

=====

one | Formula: C5H13N
Source: the Open Molecules 2025 dataset
Level of theory: wB97M-V/def2-TZVPD

Orbital gap in eV: 9.62
SMILES string: CCNC(C)C
Multiplicity: 1
Total charge: 0

Last column: Löwdin charge in e.
CARTESIAN COORDINATES (ANGSTROEM)
C: -2.50535 0.00148 -0.78842  -0.10
C: -1.38184 -1.10652 -0.59993  -0.24
N: -0.28213 -0.85668 0.49319  -0.04
C: 1.25462 -0.33867 0.48625  -0.37
C: 1.35460 0.70353 1.65834  -0.11
C: 1.62433 0.43784 -0.82341  -0.08
H: -3.18766 -0.38481 -1.57405  0.08
H: -1.91000 0.87463 -0.84523  0.03
H: -3.14885 0.30844 0.07053  0.07
H: -1.95307 -1.97241 -0.40840  0.05
H: -0.74686 -1.44747 -1.52791  0.13
H: -0.49406 0.00611 0.92576  0.01
H: 1.93101 -1.18796 0.64238  0.11
H: 1.04279 0.37685 2.70237  0.09
H: 2.42316 1.11533 1.55113  0.09
H: 0.71842 1.61567 1.38297  0.09
H: 0.75787 0.28830 -1.42184  0.04
H: 1.96665 1.45411 -0.55648  0.07
H: 2.53636 0.11223 -1.36725  0.08

=====

two | Formula: C5H13N
Source: the Open Molecules 2025 dataset
Level of theory: wB97M-V/def2-TZVPD

Orbital gap in eV: 9.26
SMILES string: C=CN.CCC
Multiplicity: 1
Total charge: 0

Last column: Löwdin charge in e.
CARTESIAN COORDINATES (ANGSTROEM)
C: 2.02582 -0.34433 1.02310  -0.03
C: 1.54546 0.70046 1.76883  -0.31
N: 0.22654 0.98710 2.04630  0.01
H: 1.27030 -1.11511 0.78363  0.05
H: 2.95227 -0.51183 0.65575  0.01
H: 2.30709 1.47398 2.22276  0.13
H: -0.42095 0.75755 1.26883  0.06
H: 0.13965 2.01502 2.22645  0.10
C: 0.13973 0.41291 -1.16721  -0.13
C: -0.65110 -1.01524 -0.87836  -0.23
C: -2.17758 -0.70739 -1.10159  -0.12
H: 0.09291 1.16156 -0.38988  0.01
H: 1.22654 0.39945 -1.21758  0.03
H: -0.18286 0.94733 -2.21963  0.12
H: -0.25121 -1.78508 -1.53429  0.09
H: -0.52967 -1.22926 0.15698  0.04
H: -2.32801 -0.40327 -2.06871  0.03
H: -2.65436 -0.09196 -0.38417  0.06
H: -2.73057 -1.65190 -1.19122  0.07

=====

three | Formula: C5H13N
Source: the Open Molecules 2025 dataset
Level of theory: wB97M-V/def2-TZVPD

Orbital gap in eV: 9.97
SMILES string: C=CC.CCN
Multiplicity: 1
Total charge: 0

Last column: Löwdin charge in e.
CARTESIAN COORDINATES (ANGSTROEM)
C: -0.25360 -2.03324 2.11315  -0.03
C: -0.69327 -3.22293 2.48492  -0.26
C: -1.99828 -3.51455 3.19820  -0.11
H: 0.68732 -1.80131 1.63874  0.05
H: -0.94024 -1.20577 2.29024  0.05
H: -0.06650 -4.10772 2.45852  0.09
H: -1.68320 -3.57157 4.24101  0.07
H: -2.32000 -4.50402 2.87928  0.07
H: -2.74091 -2.73383 3.06205  0.07
C: 1.09466 2.44255 -1.36933  -0.12
C: 1.08361 3.27010 -2.64103  -0.34
N: 0.73948 2.52157 -3.86617  -0.03
H: 0.64147 2.86486 -0.48091  0.06
H: 2.14114 2.23657 -1.08516  0.07
H: 0.76761 1.41961 -1.51551  0.06
H: 2.02063 3.77607 -2.83894  0.09
H: 0.31749 4.03515 -2.58350  0.09
H: -0.23877 2.29945 -3.91396  0.06
H: 1.44135 1.82902 -4.07158  0.06

=====

four | Formula: C5H13N
Source: the Open Molecules 2025 dataset
Level of theory: wB97M-V/def2-TZVPD

Orbital gap in eV: 9.27
SMILES string: CCCN(C)C
Multiplicity: 1
Total charge: 0

Last column: Löwdin charge in e.
CARTESIAN COORDINATES (ANGSTROEM)
C: -0.28360 0.54024 1.92751  -0.17
C: -0.50836 1.36625 0.68798  -0.24
C: 0.46807 0.97929 -0.49252  -0.23
N: 0.47741 -0.31689 -1.04742  -0.29
C: -0.68873 -0.79666 -1.72382  -0.14
C: 0.93773 -1.32592 -0.17074  -0.14
H: -0.72027 0.94688 2.89053  0.08
H: -0.51213 -0.60413 1.88340  0.09
H: 0.87061 0.52945 1.99723  0.08
H: -0.26315 2.47165 0.94830  0.13
H: -1.59573 1.27843 0.52081  0.10
H: 1.50527 1.20665 -0.30305  0.12
H: 0.15954 1.56378 -1.33367  0.10
H: -0.40307 -1.69804 -2.40969  0.11
H: -1.13359 -0.03704 -2.38142  0.08
H: -1.56585 -1.34182 -1.27282  0.08
H: 0.07397 -1.89817 0.21350  0.08
H: 1.71857 -1.99048 -0.60113  0.09
H: 1.46332 -0.87346 0.66703  0.06

=====

Which structure is most stable, and how do the rest compare? From most to least stable: three, four, two, one.